# 1
Here is one molecule with the formula C6H6 from the OMol25 dataset. Energies are from ωB97M-V/def2-TZVPD.

Properties
Maximum force in eV/A: 0.657
HOMO energy in eV: -8.7
2S+1: 1
Lowest unoccupied orbital energy in Ha: -0.0074
DFT total energy in eV: -6311.847
Net charge: 0

Last column: natural (NBO) charge in e.
Positions of all 12 atoms, in Å:
C -1.490 0.638 0.275  -0.597
C -0.769 -0.700 0.073  -0.465
C 0.586 -0.513 -0.483  0.035
C 1.402 -0.019 -1.318  0.022
C 2.611 0.852 -0.805  -0.025
C 2.085 0.070 0.162  -0.362
H -2.522 0.471 0.599  0.217
H -0.983 1.244 1.032  0.217
H -1.505 1.205 -0.660  0.217
H -1.316 -1.323 -0.645  0.250
H -0.724 -1.270 1.006  0.231
H 2.625 -0.656 0.763  0.261

=====

# 2
Here is an isolated ion of composition C5H9F3NO3S and charge +1 in a non-equilibrium geometry from the OMol25 dataset. Energies are from ωB97M-V/def2-TZVPD.

Properties
Maximum force in eV/A: 4.958
HOMO energy in eV: -15.9
2S+1: 1
SMILES: CC(OS(=O)(=O)C(F)(F)F)=[N+](C)C
Lowest unoccupied orbital energy in Ha: -0.1732
DFT total energy in eV: -31942.038
Net charge: +1

Last column: natural (NBO) charge in e.
Positions of all 22 atoms, in Å:
C -1.837 -0.077 0.926  -0.724
C -0.400 -0.156 0.604  0.750
O 0.129 1.067 0.313  -0.694
S 0.545 1.393 -1.292  2.200
O 1.857 1.924 -1.465  -0.818
O 0.164 0.193 -1.966  -0.861
C -0.608 2.917 -1.333  0.817
F -0.234 3.845 -0.518  -0.259
F -0.625 3.305 -2.590  -0.274
F -1.800 2.525 -0.951  -0.299
N 0.402 -1.215 0.536  -0.283
C 1.803 -1.098 0.196  -0.442
C 0.099 -2.563 0.932  -0.412
H -2.191 -0.776 1.732  0.276
H -1.993 0.946 1.075  0.272
H -2.475 -0.421 0.052  0.299
H 2.350 -1.508 1.031  0.233
H 2.245 0.017 0.134  0.254
H 2.083 -1.651 -0.625  0.244
H 1.112 -2.962 1.447  0.239
H 0.049 -3.114 0.075  0.239
H -0.673 -2.593 1.688  0.243

=====

# 3
Here is an isolated ion of composition C2H2N3O and charge +1 in a non-equilibrium geometry from the OMol25 dataset. Energies are from ωB97M-V/def2-TZVPD.

Properties
Maximum force in eV/A: 3.487
HOMO energy in eV: -14.6
2S+1: 1
Lowest unoccupied orbital energy in Ha: -0.2534
DFT total energy in eV: -8612.064
Net charge: +1

Last column: natural (NBO) charge in e.
Positions of all 8 atoms, in Å:
C 0.855 0.753 0.089  -0.036
C -0.795 -0.955 0.099  0.948
N -0.213 1.378 -0.008  0.047
N -1.345 1.311 -0.028  0.084
N 0.447 -0.640 -0.092  -0.599
O -1.850 -1.405 0.017  -0.226
H 1.805 0.948 0.387  0.271
H 1.096 -1.390 -0.465  0.510

=====

# 4
Here is C38H50SbSr as an isolated structure in a non-equilibrium geometry from the OMol25 dataset. Energies are from ωB97M-V/def2-TZVPD.

Properties
Maximum force in eV/A: 6.135
HOMO energy in eV: -8.5
2S+1: 1
Lowest unoccupied orbital energy in Ha: -0.1298
DFT total energy in eV: -47581.412
Net charge: +1

Last column: Mulliken charge in e.
Positions of all 90 atoms, in Å:
Sr -2.090 -1.118 0.240  2.226
C -0.096 -1.795 2.532  -1.045
C 1.089 -2.115 1.796  -0.498
C 2.072 -1.181 2.172  0.056
C 1.488 -0.334 3.161  -0.643
C 0.173 -0.714 3.401  -1.575
C -0.794 -0.146 4.411  2.500
C -0.091 0.796 5.389  -2.005
C -1.895 0.635 3.695  -0.955
C -1.455 -1.284 5.205  -1.774
C 3.482 -0.941 1.628  2.561
C 3.466 -0.756 0.098  -1.159
C 4.437 -2.080 2.013  -1.648
C 4.083 0.347 2.209  -2.341
C 1.002 -3.237 0.758  2.841
C -0.144 -4.197 1.124  -1.598
C 0.642 -2.527 -0.544  -0.072
C 2.233 -4.110 0.520  -2.243
H -1.035 -2.329 2.560  1.428
H 2.005 0.448 3.689  0.482
H 0.403 1.613 4.860  0.246
H 0.667 0.259 5.961  0.405
H -0.805 1.230 6.092  0.453
H -1.564 1.632 3.388  0.146
H -2.794 0.763 4.304  0.558
H -2.171 0.096 2.778  -0.413
H -0.716 -2.029 5.496  0.364
H -2.228 -1.797 4.625  0.261
H -1.937 -0.904 6.110  0.472
H 3.441 -1.703 -0.444  0.293
H 4.359 -0.222 -0.237  0.633
H 2.591 -0.167 -0.192  -0.267
H 4.093 -3.054 1.666  0.187
H 4.522 -2.137 3.099  0.397
H 5.437 -1.905 1.606  0.446
H 3.487 1.223 1.942  0.340
H 5.092 0.487 1.816  0.478
H 4.159 0.301 3.295  0.437
H -1.156 -3.758 1.060  0.011
H -0.063 -4.501 2.168  0.450
H -0.125 -5.092 0.500  0.425
H 0.048 -1.661 -0.262  -0.980
H 0.182 -3.184 -1.294  0.613
H 1.499 -2.070 -1.045  -0.279
H 2.487 -4.682 1.413  0.405
H 3.101 -3.521 0.234  0.329
H 2.033 -4.819 -0.288  0.549
C -2.072 1.130 -4.687  -1.285
C -0.590 0.869 -4.613  0.867
C 0.187 0.962 -5.762  -0.759
C 1.560 0.766 -5.722  -0.697
C 2.186 0.464 -4.523  -0.985
C 1.426 0.354 -3.369  -0.394
C 0.035 0.520 -3.410  0.731
Sb -0.651 0.798 -1.460  0.754
C -0.421 2.830 -0.873  0.632
C -0.213 2.723 0.520  -0.720
C 0.172 3.807 1.288  -0.693
C 0.390 5.023 0.655  -0.860
C 0.212 5.123 -0.714  -0.632
C -0.176 4.041 -1.509  0.480
C -0.267 4.271 -2.996  -1.058
C -2.879 0.470 -1.395  -0.438
C -3.750 1.528 -1.225  -1.407
C -5.090 1.376 -1.603  -0.895
C -5.535 0.181 -2.118  -0.748
C -4.687 -0.929 -2.232  -1.513
C -3.355 -0.818 -1.896  2.537
C -2.288 -1.994 -2.071  -0.408
H -2.333 1.621 -5.623  0.447
H -2.403 1.771 -3.867  0.194
H -2.646 0.201 -4.636  0.274
H -0.285 1.214 -6.704  0.442
H 2.142 0.867 -6.628  0.401
H 3.258 0.331 -4.479  0.492
H 1.935 0.145 -2.431  0.610
H -0.330 1.776 1.043  -0.004
H 0.322 3.693 2.353  0.567
H 0.713 5.885 1.222  0.407
H 0.394 6.076 -1.194  0.381
H -0.258 5.340 -3.194  0.433
H -1.181 3.846 -3.413  0.148
H 0.580 3.819 -3.512  0.215
H -3.368 2.485 -0.890  0.473
H -5.773 2.211 -1.523  0.472
H -6.558 0.093 -2.456  0.440
H -5.051 -1.848 -2.677  0.498
H -2.626 -2.975 -1.683  0.420
H -1.350 -1.675 -1.590  -0.810
H -1.993 -2.129 -3.110  0.491

=====

Sequential relative energy (zero: lowest compared OMol25 entry of this formula, charge and spin) output: 7.354 1.286 2.790 4.917 eV